[1]
{"formula": "C26H50P2SiTl", "method": "ωB97M-V/def2-TZVPD", "species": ["Tl", "C", "C", "C", "C", "C", "C", "H", "H", "H", "C", "H", "H", "H", "C", "H", "H", "H", "C", "H", "H", "H", "C", "H", "H", "H", "C", "C", "C", "C", "C", "C", "C", "C", "H", "H", "H", "H", "H", "H", "H", "H", "H", "H", "H", "H", "P", "C", "C", "P", "C", "C", "C", "H", "H", "H", "H", "H", "H", "H", "H", "H", "H", "H", "H", "H", "H", "C", "Si", "C", "C", "H", "H", "H", "H", "H", "H", "H", "H", "H"], "positions_angstrom": [[-1.4066, 0.6277, -0.8536], [-1.3488, 2.8469, -2.2044], [-0.8496, 1.8286, -3.1225], [-3.1007, 1.2924, -2.6039], [-2.7424, 2.5118, -1.8709], [-1.9272, 0.8793, -3.3916], [-0.5881, 4.0176, -1.6831], [0.4918, 3.8390, -1.6988], [-0.8886, 4.3030, -0.6675], [-0.8080, 4.8574, -2.3577], [-3.6330, 3.2332, -0.9212], [-3.0782, 3.9451, -0.3007], [-4.1770, 2.5504, -0.2529], [-4.3699, 3.7851, -1.5183], [-4.4092, 0.5891, -2.5133], [-5.0847, 1.0614, -3.2391], [-4.8555, 0.6794, -1.5180], [-4.3294, -0.4783, -2.7573], [-1.8574, -0.3066, -4.2921], [-2.2452, 0.0188, -5.2674], [-2.4701, -1.1464, -3.9402], [-0.8270, -0.6503, -4.4295], [0.5088, 1.8041, -3.7437], [0.4175, 2.3107, -4.7155], [0.8780, 0.7862, -3.9225], [1.2481, 2.3460, -3.1438], [4.0694, -0.8770, 3.3314], [4.7054, -0.1160, 2.4290], [5.7974, -0.4746, 1.4723], [5.9875, -1.9818, 1.1602], [4.7650, -2.6224, 0.5838], [3.7034, -3.1361, 1.2219], [3.4324, -3.2523, 2.6884], [4.2534, -2.3312, 3.6275], [6.7600, -0.0612, 1.8201], [6.3518, -2.5027, 2.0552], [5.5862, 0.0473, 0.5205], [5.3085, -2.6333, 3.6146], [3.2917, -0.3805, 3.9404], [4.4235, 0.9476, 2.3928], [3.8938, -2.5264, 4.6609], [2.3600, -3.0309, 2.8432], [2.9158, -3.5786, 0.5937], [3.5617, -4.2983, 3.0174], [6.8063, -2.0529, 0.4124], [4.7436, -2.6538, -0.5215], [0.3794, 1.0031, 0.5733], [-0.0548, 1.7415, 2.0543], [1.9211, 1.5062, 0.0435], [-0.3384, -1.4312, -0.8963], [0.3831, -0.8600, 0.7310], [0.9497, -1.8046, -1.9576], [-1.3802, -2.7689, -0.6681], [-1.1037, 1.5817, 2.3613], [0.1086, 2.8334, 1.9682], [0.6191, 1.3484, 2.8384], [2.6700, 1.0839, 0.7449], [1.9801, 2.6122, 0.1076], [2.1998, 1.2166, -0.9855], [-0.7944, -3.5682, -0.1760], [-1.7126, -3.1412, -1.6569], [-2.2791, -2.5496, -0.0667], [-0.3046, -1.1519, 1.5484], [1.3922, -1.2768, 0.9328], [0.5378, -2.3050, -2.8580], [1.6106, -2.5273, -1.4380], [1.5611, -0.9504, -2.2993], [-3.8985, 1.6250, 2.2091], [-3.2724, 0.1879, 1.1373], [-2.5711, -0.9549, 2.4997], [-4.8365, -0.7660, 0.6931], [-3.0916, 2.2543, 2.5852], [-4.4111, 1.1686, 3.0675], [-4.6357, 2.2511, 1.7018], [-1.7438, -0.4864, 3.0211], [-2.3020, -1.9288, 2.0998], [-3.3883, -1.0951, 3.2210], [-5.2823, -1.0993, 1.6416], [-5.5751, -0.1262, 0.2060], [-4.6013, -1.6384, 0.0808]], "orbital_gap_ev": 7.018, "relative_energy_ev": 0.000, "charge": 1}



[2]
{"formula": "C26H51FNO5", "method": "ωB97M-V/def2-TZVPD", "species": ["C", "C", "C", "C", "O", "C", "C", "C", "C", "N", "C", "C", "F", "H", "H", "H", "H", "H", "H", "H", "H", "H", "H", "H", "H", "H", "H", "H", "H", "H", "H", "H", "C", "C", "C", "O", "C", "H", "H", "H", "H", "H", "H", "H", "H", "C", "C", "C", "O", "C", "H", "H", "H", "H", "H", "H", "H", "H", "C", "C", "C", "O", "C", "H", "H", "H", "H", "H", "H", "H", "H", "C", "C", "C", "O", "C", "H", "H", "H", "H", "H", "H", "H", "H"], "positions_angstrom": [[-0.5530, 4.3381, -4.5817], [0.7690, 4.0310, -5.2719], [1.8673, 3.6154, -4.2945], [2.4610, 2.2436, -4.6499], [3.0559, 1.5431, -3.5541], [2.2397, 0.8035, -2.7508], [1.2168, -0.1679, -3.3181], [-0.0946, 0.6549, -3.3433], [0.1273, 1.4750, -2.1183], [1.3470, 1.5538, -1.7998], [1.8172, 2.2488, -0.5845], [3.2722, 2.5965, -0.6198], [1.6230, 1.3406, 0.4177], [-1.3591, 4.4335, -5.2949], [-0.4835, 5.2879, -4.0677], [-0.8459, 3.5557, -3.8890], [0.6234, 3.2737, -6.0370], [1.0613, 4.9213, -5.8035], [2.6676, 4.3288, -4.4174], [1.5357, 3.6850, -3.2667], [1.7287, 1.6525, -5.1927], [3.2616, 2.4215, -5.3467], [2.9126, 0.2404, -2.1157], [1.4753, -0.6846, -4.2281], [1.0674, -0.9276, -2.5651], [-0.9101, -0.0095, -3.0826], [-0.3028, 1.2000, -4.2484], [-0.6811, 1.9067, -1.5610], [1.1789, 3.1015, -0.3848], [3.8314, 1.6790, -0.5355], [3.4694, 3.1647, 0.2764], [3.5608, 3.1578, -1.4939], [0.4053, 2.7925, 3.4442], [1.8751, 3.1728, 3.5059], [1.8453, 4.6027, 2.9812], [0.5821, 5.1478, 3.3563], [-0.2755, 4.0985, 3.8245], [0.1391, 1.9675, 4.1016], [0.1362, 2.5135, 2.4192], [2.2209, 3.1562, 4.5403], [2.5220, 2.5173, 2.9225], [1.9161, 4.6265, 1.8823], [2.6429, 5.2241, 3.3885], [-0.3741, 4.1922, 4.9098], [-1.2637, 4.2126, 3.3775], [2.1776, -1.8176, 3.0755], [3.1238, -2.0498, 4.2466], [3.1601, -0.6736, 4.8931], [1.8823, -0.0728, 4.6535], [1.1697, -0.8496, 3.6767], [1.7133, -2.7278, 2.6980], [2.7153, -1.3395, 2.2503], [2.6914, -2.7776, 4.9360], [4.1104, -2.4047, 3.9528], [3.9309, -0.0405, 4.4381], [3.3388, -0.7168, 5.9673], [0.3646, -1.3809, 4.1865], [0.7276, -0.1832, 2.9329], [-3.5469, -1.1623, 1.5055], [-2.7786, -2.2204, 0.7186], [-1.4483, -2.2473, 1.4564], [-1.7309, -1.9249, 2.8182], [-3.0713, -1.4306, 2.9258], [-4.6280, -1.2355, 1.4016], [-3.2414, -0.1599, 1.1893], [-3.2722, -3.1868, 0.8032], [-2.6713, -1.9898, -0.3417], [-0.7547, -1.4899, 1.0606], [-0.9589, -3.2210, 1.4099], [-3.6828, -2.1978, 3.4101], [-3.0761, -0.5381, 3.5520], [-4.0376, -7.2778, -1.2949], [-4.4859, -6.2986, -2.3748], [-4.4287, -4.9715, -1.6323], [-3.3816, -5.0927, -0.6626], [-2.9822, -6.4659, -0.5593], [-3.6503, -8.2165, -1.6863], [-4.8712, -7.5048, -0.6272], [-3.7706, -6.3000, -3.2006], [-5.4730, -6.5128, -2.7803], [-5.3668, -4.7709, -1.1043], [-4.2144, -4.1271, -2.2895], [-1.9985, -6.5752, -1.0284], [-2.8957, -6.7364, 0.4931]], "orbital_gap_ev": 6.781, "charge": 1}